C75H165N7O19S4 | the ωB97M-V functional and the def2-TZVPD basis

Summary:
Energy relative to the best compared isomer or geometry (same formula, charge and spin): 99.06 kcal per mole
Structure (SMILES): CC1(C)CCCC(C)(C)N1O.CC1(C)CCCC(C)(C)N1O.CC1(C)CCCC(C)(C)N1O.CC1(C)CCCC(C)(C)N1O.CC1(C)CCCC(C)(C)N1O.CC1(C)CCCC(C)(C)N1O.CC1(C)CCCC(C)(C)N1O.CCOS(C)(=O)=O.CCOS(C)(=O)=O.CCOS(C)(=O)=O.CCOS(C)(=O)=O
Lowest unoccupied orbital energy: 0.133 eV
Net charge: 0
DFT total energy: -173108.9238 eV

Last column: Mulliken charge in e.
Atoms and positions in Å:
S1 -16.95281 13.77336 18.72017  0.2878
S2 -20.18046 14.09815 24.16980  1.0509
S3 -21.76593 16.25493 19.81650  1.0566
S4 -23.57915 10.50577 20.98302  1.2986
O1 -23.25357 9.71746 22.20414  -0.6395
O2 -21.54109 14.49072 24.65023  -0.6658
O3 -17.53712 14.99954 19.30147  -0.2597
O4 -15.99964 7.69613 25.77571  -0.4284
O5 -24.91986 11.00196 20.68331  -0.6004
O6 -22.78747 17.23913 20.74028  -0.3725
O7 -18.18280 12.67748 18.43996  0.6569
O8 -18.68175 7.25792 13.01488  -0.5639
O9 -22.82132 9.82171 19.71888  -0.2300
O10 -13.93151 13.25629 14.99386  0.4896
O11 -19.46583 15.44744 23.55731  -0.4179
O12 -15.84988 13.07472 19.35223  -0.7553
O13 -22.32749 16.13550 18.49007  -0.5905
O14 -13.93080 19.26213 20.29894  -0.4821
O15 -25.74018 12.95910 14.39218  -0.5386
O16 -21.41627 15.05343 20.61292  -0.2394
O17 -17.15948 14.95697 14.13200  0.3198
O18 -20.01790 13.10339 23.12579  -0.2442
O19 -13.62819 12.43254 20.86716  -0.1197
N1 -17.98937 15.71931 13.40435  -0.1084
N2 -18.59037 8.33066 13.90328  0.7403
N3 -17.41544 7.72491 25.91533  0.5346
N4 -12.65172 13.07839 14.42328  -0.2319
N5 -24.47394 12.74851 14.99411  0.5239
N6 -13.72049 11.39695 21.83882  1.2225
N7 -13.36483 18.30907 21.10291  0.4705
C1 -19.66003 17.59237 13.25307  -1.5192
C2 -11.65563 12.89580 15.48981  1.7702
C3 -13.37437 10.82222 13.40724  -1.4024
C4 -10.96981 18.90163 20.36632  -1.6858
C5 -23.81464 11.53247 14.47476  1.7370
C6 -17.44606 8.33651 28.19492  -1.7687
C7 -18.24684 15.26962 12.00697  2.1714
C8 -17.78561 10.25075 25.66699  -1.4787
C9 -13.14293 15.93164 21.79290  0.3505
C10 -17.83980 10.60155 14.47632  0.1311
C11 -17.83919 7.27432 27.17740  1.2881
C12 -10.12399 11.69460 13.85643  -0.8161
C13 -17.74582 8.56340 23.65396  -1.6353
C14 -13.52895 10.02933 21.31956  1.8944
C15 -20.06815 17.07378 11.81324  -0.8005
C16 -22.25479 11.72955 16.44008  0.6315
C17 -24.48591 10.18456 14.86350  -1.9045
C18 -12.89894 9.25004 23.66541  -0.7557
C19 -11.96598 18.61671 21.52533  1.7344
C20 -17.96968 9.53071 13.34479  1.0997
C21 -11.63136 14.14767 16.37531  -2.1398
C22 -17.21050 16.26808 24.10380  -1.1582
C23 -19.59851 8.48678 25.17025  -1.2417
C24 -22.45443 17.37050 22.12528  0.2670
C25 -13.37145 10.57735 24.17130  -0.6801
C26 -14.60876 9.71185 20.17590  -2.0983
C27 -19.47690 6.91234 15.71832  -1.9433
C28 -16.94893 6.93951 15.39591  -1.6966
C29 -17.32262 10.14459 15.84795  0.1477
C30 -18.07484 8.77792 25.16396  2.0143
C31 -22.48317 12.03644 20.96375  -0.1601
C32 -20.04742 15.43241 14.77459  -1.3565
C33 -13.24663 11.75235 23.12684  1.7437
C34 -20.93645 8.98611 18.56431  -0.0942
C35 -20.22895 17.29021 19.77625  -0.6558
C36 -18.05610 15.42748 23.05279  0.5416
C37 -16.51893 9.33587 12.71681  -1.6135
C38 -24.96247 14.56452 16.56853  -1.7063
C39 -21.60959 9.14860 19.86374  -0.3377
C40 -11.19741 12.08446 12.74241  -1.3819
C41 -13.68292 16.92010 20.70414  2.4512
C42 -22.31776 11.53648 14.92060  -0.8788
C43 -11.40202 17.61583 22.53118  -1.6159
C44 -13.53079 12.85063 12.12158  -2.2508
C45 -19.00599 13.73973 25.61897  -0.8577
C46 -25.19915 12.17987 17.45831  -1.7779
C47 -24.44458 13.09161 16.44625  1.5499
C48 -22.90883 13.05533 16.78748  0.1194
C49 -20.20690 8.19569 26.53094  -0.7956
C50 -19.04721 16.49722 14.16451  2.0018
C51 -19.41417 7.11783 27.25650  -1.2431
C52 -19.06720 13.94194 11.82879  -1.6896
C53 -12.70601 12.18721 13.26598  2.0440
C54 -11.71849 16.14980 22.29507  -1.1742
C55 -13.70884 8.92325 22.40882  -0.5161
C56 -15.20307 16.86181 20.72906  -2.6339
C57 -13.18602 16.52506 19.28930  -1.7414
C58 -18.24067 7.75962 15.25520  1.4988
C59 -18.42747 11.22199 20.37209  -0.1460
C60 -12.04909 11.70956 16.47093  -1.6366
C61 -11.81150 12.24052 23.07665  -1.8528
C62 -14.13125 12.85698 23.67567  -1.4472
C63 -18.88120 16.43739 11.18949  -1.5808
C64 -16.46355 13.98843 16.99962  -0.7361
C65 -12.09967 19.92298 22.35854  -2.0627
C66 -23.32485 18.41318 22.90172  -1.3637
C67 -10.21054 12.71443 14.98789  -1.1189
C68 -16.90434 15.05786 11.25660  -2.1897
C69 -18.47039 17.34098 15.24946  -2.0898
C70 -18.99730 10.08079 12.29368  -1.4196
C71 -12.17867 9.73993 20.71026  -1.6099
C72 -17.16272 5.84509 27.38379  -1.7853
C73 -18.16259 8.95023 16.30688  -0.4022
C74 -23.66522 11.52405 12.88952  -2.0046
C75 -18.99591 12.29781 19.48108  0.1879
H1 -17.21202 15.80313 25.08966  0.3820
H2 -21.19753 11.76364 16.70302  -0.4916
H3 -17.76405 18.08154 14.87429  0.5972
H4 -12.06169 10.16900 19.71511  0.1204
H5 -16.75246 10.42633 25.96677  0.2055
H6 -17.60499 14.43624 23.09773  0.0381
H7 -19.45329 16.94020 19.09513  0.1653
H8 -17.56894 17.29704 24.13315  0.3613
H9 -19.36397 6.60940 16.75927  0.4437
H10 -13.40720 17.23522 18.49251  0.5008
H11 -25.28116 12.71161 18.40627  0.4426
H12 -22.76943 12.69520 20.14389  -0.0528
H13 -19.16817 18.03711 15.71486  0.4086
H14 -9.61597 12.26167 15.78136  0.4031
H15 -15.44285 15.84176 20.42886  0.1145
H16 -15.80480 17.17191 21.58338  0.4160
H17 -12.17280 20.83475 21.76573  0.3544
H18 -17.94647 15.74822 22.01683  0.1695
H19 -15.94332 7.21644 24.94607  0.3415
H20 -17.96443 7.53996 23.34919  0.5867
H21 -19.16442 10.63781 20.92321  -0.2078
H22 -14.53039 12.60376 20.58730  0.5720
H23 -22.92666 19.38686 22.61628  0.3274
H24 -20.13494 9.08283 27.16014  0.2364
H25 -12.70261 10.19087 13.98882  0.4704
H26 -19.56249 5.93241 15.24873  0.4504
H27 -14.35408 13.60046 22.91036  -0.0901
H28 -18.15622 10.40603 19.70222  -0.1261
H29 -17.14934 11.42092 14.27633  0.3576
H30 -19.59043 6.95574 13.08265  0.3537
H31 -13.54277 10.29329 12.46916  0.5847
H32 -12.11501 16.33063 19.34622  0.3655
H33 -16.53319 8.58822 11.92377  0.3738
H34 -19.80754 17.28492 20.78148  -0.0127
H35 -12.75663 10.86303 25.02482  0.5056
H36 -18.04583 13.37955 25.24959  0.0373
H37 -13.01866 8.46000 24.40677  0.5819
H38 -19.95733 7.75069 24.45085  0.4912
H39 -12.99978 11.83646 16.98880  0.0166
H40 -18.18223 17.17796 10.80076  0.5310
H41 -21.20911 7.79705 26.37362  0.4284
H42 -17.40645 10.91253 16.61694  -0.7364
H43 -16.19932 7.49695 14.83426  0.3082
H44 -15.65561 17.50770 19.97665  0.7378
H45 -19.68335 6.16259 26.80575  0.4170
H46 -10.81693 17.97413 19.81455  0.3239
H47 -16.01577 13.14128 16.48007  0.2201
H48 -12.59023 14.26060 16.88119  0.0587
H49 -11.59778 17.74783 23.59531  0.5518
H50 -16.48788 14.05673 11.36798  0.2532
H51 -13.84481 15.91742 22.62673  -0.0420
H52 -23.03365 12.31774 12.49044  0.3566
H53 -14.79357 8.86384 22.49782  -0.6409
H54 -22.49273 13.81024 16.12034  -0.5179
H55 -20.44870 14.80450 13.97910  0.3352
H56 -10.36798 10.68764 14.19495  0.3282
H57 -16.14589 16.17693 23.88836  0.0748
H58 -21.76776 8.17920 20.33633  0.2606
H59 -19.13377 18.54600 13.21136  0.4240
H60 -11.29642 19.95109 23.09480  0.4583
H61 -9.98759 19.20363 20.72983  0.4350
H62 -19.15080 9.34968 16.53484  -0.9315
H63 -16.33093 15.41924 13.98567  0.2799
H64 -13.93428 14.21611 14.97551  0.2678
H65 -16.65541 6.90466 16.44508  0.3127
H66 -18.41132 10.47488 26.53090  0.2822
H67 -13.64407 13.39727 24.48736  0.4896
H68 -24.35249 9.39313 14.12599  0.4380
H69 -18.44190 9.13378 23.03895  0.4249
H70 -18.82288 11.05883 14.58829  -0.4239
H71 -23.20573 10.57497 12.61345  0.4770
H72 -24.77485 15.07330 17.51407  0.2867
H73 -18.93270 14.69909 26.13119  0.4327
H74 -22.76253 12.40518 21.95070  0.5159
H75 -18.99927 13.22893 12.65043  0.1713
H76 -13.44202 12.38690 11.13915  0.4390
H77 -16.11094 5.93020 27.65694  0.3935
H78 -14.36108 10.37810 24.58243  -0.4623
H79 -24.39661 18.38244 22.70550  0.3537
H80 -19.57727 14.81174 15.53738  -0.1171
H81 -17.28479 14.52657 16.52625  -0.2126
H82 -11.35580 19.57059 19.59716  0.3837
H83 -12.19814 10.74015 15.99541  0.4148
H84 -18.17447 9.13704 28.32397  0.3532
H85 -24.41741 15.15252 15.83011  0.4072
H86 -14.16852 8.91451 19.57713  0.4177
H87 -21.76419 12.38120 14.51056  -0.3439
H88 -11.54613 15.48139 23.13865  0.4491
H89 -14.75552 10.58166 19.53560  0.3770
H90 -16.18353 15.77424 11.65072  0.4712
H91 -14.67859 19.49574 20.85376  0.3499
H92 -16.18535 10.30069 12.33477  0.3905
H93 -11.87522 9.38060 23.31462  0.3140
H94 -10.31217 17.60421 22.54555  0.3982
H95 -20.59684 17.86066 13.74143  0.5327
H96 -11.53909 12.72917 24.01212  0.5209
H97 -24.58805 11.51560 12.30950  0.5119
H98 -25.57339 10.24509 14.90647  0.3930
H99 -11.03067 13.07148 12.31101  0.4437
H100 -21.90034 10.57028 14.63723  0.3915
H101 -21.46660 8.38823 17.82299  0.4693
H102 -20.43616 18.30376 19.43290  0.4692
H103 -19.93216 10.49839 12.66751  0.1932
H104 -13.68622 15.63158 18.91570  -0.0021
H105 -20.10472 9.38271 24.81087  0.3494
H106 -11.28381 11.46603 17.20791  0.5135
H107 -25.46528 13.27904 13.52983  0.3579
H108 -13.49408 7.90348 22.08938  0.4037
H109 -14.56821 13.07901 12.36595  0.1551
H110 -20.85085 16.32221 11.91632  0.2876
H111 -15.66847 14.72731 17.09950  0.4827
H112 -17.23864 5.20515 26.50469  0.3723
H113 -9.66148 13.57006 14.59479  0.3785
H114 -13.10672 13.85077 12.03231  0.5745
H115 -11.42217 15.05617 15.81054  0.5684
H116 -12.93950 20.00793 23.04816  0.4325
H117 -15.57272 9.30615 20.48300  0.1069
H118 -21.14134 9.74171 20.64927  0.1365
H119 -21.41602 11.82724 20.88946  -0.3722
H120 -15.88608 9.02838 13.54931  0.2616
H121 -17.49864 5.34198 28.29052  0.4419
H122 -20.98825 15.84975 15.13342  0.6113
H123 -19.96609 8.59847 18.87452  0.4260
H124 -26.19666 12.04849 17.03902  0.4919
H125 -24.21683 9.86702 15.87091  0.2121
H126 -19.23648 16.05117 10.23414  0.5039
H127 -17.74380 8.56958 17.23845  1.1715
H128 -16.90194 15.27176 10.18780  0.4617
H129 -20.42904 7.41359 15.54435  0.2732
H130 -13.14961 14.88924 21.47433  -0.2578
H131 -9.06005 11.63805 13.62638  0.4553
H132 -23.21209 18.33482 23.98304  0.3504
H133 -24.86850 11.18346 17.75146  0.0692
H134 -18.44734 10.87884 11.79493  0.2300
H135 -14.41055 10.93523 13.72608  -0.3362
H136 -17.37611 7.86173 29.17358  0.5178
H137 -18.04877 16.64987 15.97931  0.0300
H138 -19.26616 13.17099 20.07489  0.1269
H139 -18.64666 13.33609 11.02618  0.5936
H140 -11.16147 11.36569 23.06076  0.4835
H141 -20.11869 14.21680 11.74561  0.2140
H142 -18.15073 10.96456 24.92857  0.3056
H143 -20.73223 9.94557 18.08912  -0.6192
H144 -17.59216 11.47643 21.02447  0.4174
H145 -21.44469 17.72958 22.32420  0.1602
H146 -22.64773 13.37063 17.79767  0.0963
H147 -16.45347 8.74467 28.00450  0.2584
H148 -10.86835 14.05692 17.14841  0.4745
H149 -11.85405 8.70147 20.64444  0.3233
H150 -19.75380 7.09323 28.29194  0.4386
H151 -16.26532 9.90371 15.73754  0.2658
H152 -16.76976 8.86391 23.27306  -0.3340
H153 -17.02036 5.95501 14.93359  0.3796
H154 -11.41798 10.31622 21.23690  0.4114
H155 -22.59775 10.88784 17.04174  0.1058
H156 -20.50069 17.89987 11.24880  0.4347
H157 -11.20088 11.29232 11.99368  0.4589
H158 -15.12070 12.50431 23.96675  0.1405
H159 -19.48808 13.01258 26.27238  0.3938
H160 -22.39089 16.44364 22.69535  0.1261
H161 -19.90066 11.93928 18.99018  -0.6322
H162 -11.72338 12.98619 22.28652  0.1151
H163 -26.04743 14.62090 16.48043  0.3917
H164 -19.17000 9.43070 11.43597  0.4300
H165 -10.90952 15.76959 21.67131  0.4080